# 1
A molecular structure, C29H51Br9O12 at a distorted geometry, computed with ωB97M-V/def2-TZVPD.

Total energy (Eh): -25204.45537
Net charge: 0

Each line ends with the Mulliken charge.
Geometry (Å):
C -3.7407 -1.2176 26.5259  -1.37
C -3.0497 -0.6326 25.3359  0.27
C -1.8779 -1.4280 24.6753  -0.36
O -2.2967 -1.4876 23.3301  -0.26
C -3.5352 -1.0877 23.1633  0.64
O -4.1582 -1.0418 22.0852  -0.66
O -4.0413 -0.7038 24.3117  -0.29
H -3.0735 -1.4415 27.3582  0.39
H -4.0490 -2.1928 26.1490  0.39
H -4.5409 -0.5247 26.7861  0.32
H -2.8570 0.4384 25.3998  0.33
H -1.8201 -2.3519 25.2509  0.27
H -0.9274 -0.9213 24.8419  0.32
C -3.4789 -8.2836 32.8551  -1.34
C -2.9611 -6.8376 33.1295  0.52
C -1.5267 -6.7319 33.3693  -0.44
O -1.1379 -5.7857 32.3464  -0.36
C -2.1642 -5.4844 31.5329  0.71
O -2.1753 -4.8590 30.4803  -0.61
O -3.2242 -6.0974 31.9878  -0.35
H -3.9140 -8.7335 33.7474  0.34
H -2.6749 -8.9388 32.5198  0.35
H -4.1892 -8.3621 32.0320  0.32
H -3.5376 -6.4531 33.9709  0.29
H -0.9244 -7.6366 33.2862  0.29
H -1.4075 -6.1923 34.3089  0.26
C -1.6224 0.5721 18.0266  -0.99
C -2.2011 1.9757 18.1697  0.78
O -2.9066 2.4801 17.3111  -0.57
C -2.0621 2.7179 19.4883  -0.97
H -1.5191 0.3142 16.9726  0.31
H -2.2703 -0.1785 18.4792  0.24
H -0.6113 0.5307 18.4317  0.30
H -2.3035 2.0699 20.3309  0.23
H -2.6987 3.5982 19.4000  0.31
H -1.0662 3.1453 19.6057  0.34
C -7.5574 1.6484 19.3920  -0.92
C -8.4826 0.3845 19.4924  0.78
O -8.8242 -0.1486 18.4276  -0.57
C -9.1752 0.0682 20.7771  -0.95
H -6.5831 1.4462 19.8371  0.25
H -8.1195 2.4202 19.9178  0.29
H -7.3413 1.9070 18.3554  0.29
H -9.6239 1.0484 20.9380  0.25
H -8.4882 -0.1312 21.5995  0.29
H -9.8503 -0.7802 20.6654  0.29
C -0.7140 5.9490 24.8831  -1.13
C -1.3614 4.6225 24.4409  0.79
O -0.8124 3.5875 24.2465  -0.53
C -2.8969 4.7789 24.2190  -0.98
H -0.6323 6.6836 24.0820  0.31
H 0.2861 5.6569 25.2035  0.31
H -1.2457 6.3957 25.7234  0.34
H -3.3665 5.6100 24.7452  0.36
H -3.3490 3.7892 24.2830  0.23
H -2.9465 5.1455 23.1937  0.31
C -2.5037 0.5473 31.5252  -0.99
C -3.3024 1.4068 30.5330  0.79
O -4.4642 1.7229 30.7822  -0.57
C -2.5816 2.0853 29.3865  -1.00
H -2.8743 -0.4676 31.3813  0.25
H -2.7120 0.7370 32.5782  0.34
H -1.4572 0.5476 31.2203  0.30
H -2.1706 3.0010 29.8116  0.34
H -3.2683 2.3391 28.5790  0.23
H -1.7449 1.4595 29.0758  0.32
C -2.6306 -5.3563 19.5672  -0.92
C -1.2565 -6.0279 19.5058  0.78
O -0.8908 -6.6936 18.5437  -0.58
C -0.5693 -6.0277 20.8122  -1.07
H -2.8919 -4.9149 20.5290  0.28
H -3.3272 -6.0688 19.1254  0.31
H -2.6168 -4.5110 18.8792  0.28
H -1.1807 -6.3310 21.6621  0.35
H -0.0551 -5.0752 20.9402  0.25
H 0.1672 -6.8311 20.8208  0.34
C 0.5746 -6.6655 26.8270  -0.98
C 0.6507 -7.6163 28.0574  0.81
O 1.6628 -7.6629 28.7199  -0.55
C -0.4803 -8.5575 28.3146  -1.01
H 1.5517 -6.5606 26.3555  0.31
H 0.0543 -5.7354 27.0558  0.24
H -0.1244 -7.0888 26.1057  0.30
H -0.2032 -9.2263 29.1294  0.30
H -0.8286 -9.1142 27.4445  0.36
H -1.2735 -7.9680 28.7744  0.23
C -8.5410 -4.8314 26.8747  -0.38
Br -8.6830 -3.1376 25.8700  0.01
Br -6.7014 -5.4008 27.1567  0.02
Br -9.5613 -6.2146 25.9206  -0.03
H -9.0597 -4.6867 27.8224  0.38
C 3.8078 -1.5659 21.9198  -0.35
Br 5.0257 -0.1350 21.2748  -0.03
Br 4.8601 -3.1956 22.4209  -0.03
Br 2.3943 -1.8841 20.6108  0.04
H 3.3332 -1.2828 22.8594  0.36
C -9.4952 2.8364 26.0352  -0.31
Br -8.0863 2.5005 27.5161  -0.01
Br -9.0996 4.4579 24.8892  -0.02
Br -11.3752 2.9767 26.7286  -0.01
H -9.3636 1.9412 25.4275  0.35



# 2
A molecular structure, C29H51BrClFIN2O4P at a distorted geometry, computed with ωB97M-V/def2-TZVPD.

Energy relative to the best compared isomer or geometry (same formula, charge and spin) (kcal/mol): 38.0
Net charge: 0

Each line ends with the Mulliken charge.
Geometry (Å):
N 2.9625 6.9712 2.7459  -0.69
C 2.7168 5.9031 1.7209  0.02
C 1.4336 6.3777 0.9144  0.18
O 1.7073 7.4538 0.0129  -0.56
C 0.6832 5.1537 0.2022  -1.69
C -0.5565 4.8298 1.1246  0.22
C -1.7423 5.6768 0.9395  -0.67
I -1.8501 7.2594 -0.5378  0.11
C -2.9224 5.4835 1.7735  0.67
C -2.8256 4.4007 2.7708  0.59
C -1.6907 3.5338 2.9566  0.44
F -1.7347 2.5477 3.8822  -0.28
C -0.4853 3.7218 2.1120  0.43
P 1.0502 2.6593 2.2392  0.29
O 1.8510 2.9796 3.6782  -0.50
Cl 0.3006 0.6937 2.4034  -0.29
C -4.1989 4.4747 3.4974  -0.12
O -4.4747 3.7459 4.4019  -0.49
N -5.0212 5.5045 2.8662  -0.29
Br -6.4091 4.4499 2.1011  0.04
C -4.2866 6.2299 1.8423  0.26
O -4.6247 7.1513 1.1750  -0.44
H 2.1226 6.9700 3.3356  0.25
H 3.7616 6.6774 3.3103  0.25
H 2.4617 4.9731 2.2960  0.00
H 3.5860 5.7549 1.0352  0.37
H 0.7407 6.7902 1.7096  0.34
H 1.4094 8.2540 0.4794  0.37
H 0.3512 5.4651 -0.8190  0.43
H 1.3350 4.2500 0.1228  0.47
H 2.7916 2.7297 3.6081  0.31
C 2.9676 -0.6829 0.6372  -1.06
C 4.0476 -1.5520 0.0041  -0.52
C 3.4878 -2.6304 -0.9239  -0.15
C 2.5817 -3.6636 -0.2500  -0.75
C 3.2185 -4.4296 0.9102  -0.47
C 4.4207 -5.2660 0.4909  -1.02
H 2.2996 -1.2668 1.2720  0.25
H 3.4231 0.0903 1.2610  0.33
H 2.3680 -0.1869 -0.1302  0.33
H 4.6631 -2.0034 0.7882  0.30
H 4.7162 -0.9091 -0.5771  0.38
H 4.3235 -3.1418 -1.4125  -0.23
H 2.9213 -2.1472 -1.7275  0.38
H 2.2513 -4.3809 -1.0090  0.39
H 1.6731 -3.1715 0.1116  0.33
H 2.4639 -5.0948 1.3404  0.36
H 3.5102 -3.7410 1.7089  0.28
H 4.1412 -5.9914 -0.2774  0.28
H 4.8147 -5.8179 1.3479  0.43
H 5.2287 -4.6446 0.0986  0.15
C 8.2971 -4.3466 -2.6602  -1.30
C 7.0611 -5.2353 -2.7296  0.26
C 7.1638 -6.4836 -1.8528  -0.50
C 8.2889 -7.4521 -2.2249  -0.90
C 8.2471 -7.9786 -3.6601  -0.40
C 6.9957 -8.7918 -3.9678  -1.18
H 9.1870 -4.8625 -3.0262  0.32
H 8.1566 -3.4552 -3.2756  0.39
H 8.4850 -4.0211 -1.6339  0.30
H 6.8659 -5.5131 -3.7697  0.30
H 6.1944 -4.6526 -2.4008  -0.26
H 6.2051 -7.0111 -1.8801  0.28
H 7.3059 -6.1741 -0.8115  0.39
H 8.2556 -8.3021 -1.5349  0.38
H 9.2566 -6.9687 -2.0571  0.35
H 9.1233 -8.6136 -3.8204  0.38
H 8.3330 -7.1528 -4.3727  0.24
H 6.9127 -9.6483 -3.2940  0.29
H 7.0338 -9.1715 -4.9917  0.38
H 6.0890 -8.1911 -3.8724  0.28
C -8.3161 0.9272 0.1287  -1.21
C -9.0826 2.2425 0.0569  0.18
C -10.4177 2.2058 0.8012  -0.66
C -11.4357 1.1983 0.2626  -0.72
C -11.8071 1.3718 -1.2108  -0.34
C -12.4743 2.7085 -1.5113  -1.18
H -8.8676 0.1122 -0.3437  0.34
H -7.3579 1.0196 -0.3877  0.37
H -8.1140 0.6509 1.1665  0.29
H -9.2351 2.5224 -0.9895  0.26
H -8.4633 3.0307 0.4971  -0.24
H -10.8552 3.2089 0.7876  0.30
H -10.2294 1.9756 1.8555  0.38
H -12.3458 1.2695 0.8677  0.37
H -11.0569 0.1821 0.4110  0.31
H -12.4952 0.5686 -1.4902  0.36
H -10.9232 1.2518 -1.8444  0.23
H -13.3849 2.8306 -0.9195  0.29
H -12.7491 2.7651 -2.5672  0.37
H -11.8110 3.5491 -1.2977  0.28